Formula: C28H77CaN3O16S
Source: the OMol25 dataset
Level of theory: ωB97M-V/def2-TZVPD

- HOMO level (eV) = -8.30
- HOMO-LUMO gap (eV) = 8.201
- E_tot (eV) = -96789.94442

The geometry in ORCA input format:
```
! wB97M-V def2-TZVPD RIJCOSX def2/J DEFGRID3
* xyz 0 1
Ca -41.455 -28.194 -4.583
S -38.644 -28.806 -4.636
O -37.792 -29.777 -5.287
O -37.891 -27.859 -3.796
O -39.440 -28.074 -5.654
O -39.732 -29.374 -3.815
C -38.063 -31.473 -8.304
O -39.050 -31.103 -7.364
H -37.986 -32.563 -8.376
H -38.264 -31.069 -9.303
H -37.078 -31.101 -8.016
H -38.600 -30.649 -6.616
C -36.468 -29.445 -1.453
O -36.472 -28.019 -1.405
H -37.485 -29.796 -1.235
H -36.090 -29.767 -2.423
H -35.899 -29.917 -0.651
H -36.910 -27.765 -2.234
C -37.469 -24.868 -2.121
O -38.039 -25.228 -3.374
H -36.417 -25.158 -2.051
H -37.479 -23.776 -2.104
H -38.065 -25.283 -1.304
H -37.870 -26.184 -3.607
C -38.445 -27.540 -8.859
O -39.333 -26.792 -8.039
H -37.425 -27.532 -8.464
H -38.823 -28.566 -8.937
H -38.434 -27.136 -9.872
H -39.410 -27.317 -7.213
C -44.607 -26.762 -4.904
O -43.221 -26.555 -4.788
C -42.886 -25.173 -4.706
C -41.371 -25.039 -4.669
N -40.758 -26.074 -3.840
C -41.158 -25.965 -2.440
C -40.848 -27.209 -1.627
O -41.690 -28.228 -2.151
C -41.595 -29.394 -1.339
H -44.976 -26.252 -5.803
H -45.161 -26.345 -4.057
H -44.891 -27.808 -5.006
H -43.403 -24.707 -3.861
H -43.235 -24.653 -5.606
H -41.059 -24.014 -4.439
H -41.032 -25.158 -5.704
H -39.780 -25.752 -3.782
H -42.200 -25.657 -2.316
H -40.685 -25.127 -1.900
H -41.087 -26.962 -0.588
H -39.790 -27.481 -1.700
H -40.564 -29.734 -1.225
H -42.134 -30.215 -1.812
H -42.037 -29.224 -0.354
C -35.245 -26.637 -4.787
O -33.911 -26.274 -5.057
C -33.696 -25.386 -6.156
C -34.205 -23.991 -5.827
N -33.523 -23.482 -4.641
C -33.647 -22.013 -4.579
C -33.390 -21.517 -3.179
O -34.316 -22.116 -2.273
C -34.037 -21.797 -0.917
H -35.757 -26.981 -5.688
H -35.774 -25.770 -4.375
H -35.273 -27.355 -3.971
H -34.199 -25.895 -6.985
H -32.614 -25.376 -6.266
H -35.292 -23.985 -5.672
H -34.029 -23.360 -6.703
H -33.928 -23.881 -3.803
H -34.527 -21.598 -5.078
H -32.769 -21.693 -5.157
H -33.535 -20.431 -3.141
H -32.389 -21.770 -2.820
H -34.499 -20.831 -0.699
H -32.954 -21.757 -0.767
H -34.455 -22.587 -0.299
C -42.385 -27.465 -7.892
O -42.316 -28.237 -6.716
C -42.869 -29.550 -6.889
C -42.235 -30.588 -5.957
N -42.471 -30.370 -4.511
C -43.881 -30.544 -4.087
C -44.283 -31.991 -3.816
O -43.261 -32.615 -3.102
C -43.641 -33.907 -2.667
H -41.989 -26.469 -7.698
H -43.414 -27.256 -8.217
H -41.811 -27.922 -8.697
H -42.747 -29.887 -7.920
H -43.952 -29.493 -6.725
H -41.148 -30.566 -6.102
H -42.535 -31.593 -6.272
H -41.958 -31.116 -4.023
H -44.568 -30.136 -4.828
H -43.978 -30.000 -3.143
H -44.529 -32.505 -4.757
H -45.229 -31.946 -3.258
H -42.840 -34.352 -2.084
H -43.874 -34.550 -3.521
H -44.530 -33.831 -2.031
C -33.102 -31.256 -5.644
C -34.401 -30.479 -5.561
C -34.598 -29.563 -6.770
O -35.502 -31.393 -5.517
H -32.875 -31.543 -6.673
H -33.083 -32.160 -5.036
H -32.271 -30.635 -5.302
H -34.469 -29.875 -4.648
H -35.541 -29.027 -6.644
H -34.698 -30.144 -7.690
H -33.829 -28.807 -6.949
H -36.320 -30.864 -5.457
C -38.123 -33.249 -3.765
C -39.544 -32.908 -4.199
C -40.417 -34.129 -4.409
O -40.188 -31.996 -3.308
H -37.685 -33.938 -4.492
H -38.061 -33.727 -2.784
H -37.452 -32.391 -3.706
H -39.501 -32.399 -5.171
H -40.521 -34.741 -3.508
H -39.992 -34.786 -5.170
H -41.420 -33.845 -4.731
H -39.763 -31.120 -3.473
*
```